(1)
{"formula": "C39H48FeN9S2", "method": "wB97M-V/def2-TZVPD", "symbols": ["Fe", "C", "C", "C", "C", "C", "C", "C", "C", "C", "C", "C", "C", "C", "C", "C", "C", "C", "H", "H", "H", "H", "H", "H", "H", "H", "H", "H", "H", "H", "H", "H", "H", "H", "H", "H", "H", "H", "H", "H", "H", "H", "H", "H", "H", "H", "H", "S", "C", "N", "N", "C", "C", "C", "C", "C", "C", "N", "N", "C", "C", "C", "C", "C", "C", "H", "H", "H", "H", "H", "H", "H", "H", "H", "H", "H", "N", "C", "N", "C", "N", "N", "C", "S", "N", "C", "C", "C", "C", "C", "C", "H", "H", "H", "H", "H", "H", "H", "H"], "coordinates": [[-0.277, 0.075, 0.176], [-0.798, 0.038, 2.524], [0.235, -0.924, 2.377], [1.380, -0.204, 1.869], [0.982, 1.159, 1.743], [-0.351, 1.328, 2.174], [-1.080, 2.613, 2.504], [-0.365, 3.842, 1.944], [-2.523, 2.583, 2.001], [-1.091, 2.719, 4.041], [2.835, -0.616, 1.616], [3.632, 0.570, 1.047], [3.014, -1.760, 0.611], [3.488, -0.965, 2.963], [0.016, -2.299, 3.019], [0.895, -3.457, 2.556], [0.235, -2.099, 4.533], [-1.441, -2.744, 2.805], [-1.794, -0.183, 2.868], [1.636, 1.950, 1.424], [-0.416, 3.888, 0.857], [0.684, 3.864, 2.240], [-0.835, 4.745, 2.336], [-2.556, 2.484, 0.915], [-3.026, 3.512, 2.276], [-3.085, 1.754, 2.431], [-0.075, 2.797, 4.432], [-1.563, 1.848, 4.494], [-1.645, 3.608, 4.348], [3.201, 0.932, 0.113], [4.648, 0.237, 0.832], [3.701, 1.399, 1.753], [2.779, -1.423, -0.396], [2.391, -2.621, 0.812], [4.058, -2.083, 0.628], [3.310, -0.175, 3.695], [4.566, -1.064, 2.826], [3.124, -1.900, 3.383], [1.951, -3.305, 2.761], [0.774, -3.663, 1.493], [0.588, -4.350, 3.105], [1.271, -1.853, 4.762], [-0.024, -3.018, 5.065], [-0.396, -1.295, 4.914], [-1.711, -2.752, 1.747], [-2.153, -2.116, 3.337], [-1.562, -3.759, 3.186], [-2.472, -0.707, 0.084], [-2.991, 0.290, -1.244], [-4.034, -0.035, -1.913], [-4.596, 0.804, -2.806], [-4.880, 2.171, -2.678], [-4.798, 2.857, -1.470], [-5.139, 4.198, -1.418], [-5.564, 4.874, -2.554], [-5.670, 4.179, -3.751], [-5.334, 2.836, -3.815], [-2.292, 1.451, -1.636], [-1.222, 1.707, -1.067], [-0.563, 2.874, -1.603], [0.777, 3.077, -1.302], [1.440, 4.175, -1.826], [0.759, 5.081, -2.623], [-0.590, 4.891, -2.891], [-1.259, 3.788, -2.388], [-5.242, 0.316, -3.401], [-4.482, 2.353, -0.565], [-5.066, 4.720, -0.472], [-5.813, 5.925, -2.504], [-6.006, 4.684, -4.647], [-5.403, 2.302, -4.755], [1.311, 2.376, -0.680], [2.494, 4.309, -1.625], [1.279, 5.932, -3.040], [-1.129, 5.602, -3.504], [-2.308, 3.638, -2.597], [1.046, -0.065, -1.331], [1.502, 0.197, -2.381], [1.982, 0.333, -3.545], [2.551, 1.454, -3.956], [3.059, 2.399, -4.386], [0.538, -2.492, -3.377], [0.804, -3.351, -2.364], [-0.056, -3.220, -0.943], [1.795, -4.234, -2.650], [2.422, -5.253, -1.897], [1.966, -5.754, -0.682], [2.685, -6.762, -0.051], [3.839, -7.284, -0.607], [4.284, -6.790, -1.824], [3.584, -5.784, -2.462], [-0.117, -1.760, -3.169], [1.195, -2.322, -4.121], [2.199, -4.135, -3.568], [1.065, -5.367, -0.241], [2.319, -7.143, 0.894], [4.384, -8.070, -0.102], [5.182, -7.184, -2.280], [3.943, -5.396, -3.409]], "spin_multiplicity": 6, "e_homo_ev": [-7.57, -7.50], "gap_ev": [6.392, 6.116], "relative_energy_kj_mol": 42.4}

***

(2)
{"formula": "C39H48N10O5P2PrS", "method": "wB97M-V/def2-TZVPD", "symbols": ["Pr", "O", "C", "C", "O", "C", "C", "O", "C", "O", "O", "C", "N", "C", "C", "N", "N", "C", "N", "N", "H", "H", "H", "H", "H", "H", "H", "H", "H", "H", "H", "C", "P", "C", "N", "C", "C", "C", "C", "C", "C", "N", "C", "P", "C", "C", "C", "C", "C", "C", "C", "C", "C", "H", "H", "H", "H", "H", "H", "H", "H", "H", "H", "H", "H", "H", "H", "H", "H", "H", "H", "H", "H", "H", "H", "H", "H", "H", "H", "H", "H", "N", "C", "C", "C", "C", "C", "C", "S", "N", "C", "C", "C", "C", "C", "C", "N", "H", "H", "H", "H", "H", "H", "H", "H", "H"], "coordinates": [[1.377, 0.968, 0.086], [3.793, -4.566, 2.955], [3.498, -3.582, 2.301], [4.018, -2.111, 2.480], [5.065, -1.735, 3.034], [3.000, -1.322, 1.870], [2.104, -2.157, 1.022], [1.279, -1.618, 0.168], [2.390, -3.571, 1.203], [1.804, -4.464, 0.598], [2.841, -0.063, 1.946], [4.130, 3.592, 3.120], [2.907, 4.265, 2.604], [2.844, 5.767, 2.623], [1.861, 3.548, 2.160], [1.754, 2.232, 2.144], [0.861, 4.297, 1.544], [-0.279, 3.777, 0.967], [-1.318, 4.662, 1.012], [-0.382, 2.580, 0.408], [4.869, 4.359, 3.322], [4.554, 2.912, 2.345], [3.951, 3.057, 4.064], [3.760, 6.164, 3.129], [2.009, 6.104, 3.249], [2.774, 6.225, 1.633], [2.464, 1.792, 2.728], [0.816, 5.295, 1.665], [-1.266, 5.456, 1.658], [-2.264, 4.349, 0.743], [-1.272, 2.505, -0.114], [-0.716, -1.273, 3.678], [-1.663, -0.531, 2.327], [-2.464, -1.991, 1.590], [-2.890, -2.890, 2.495], [-3.549, -4.015, 2.079], [-4.080, -4.914, 3.018], [-4.566, -6.105, 2.518], [-4.558, -6.456, 1.130], [-4.155, -5.496, 0.236], [-3.598, -4.303, 0.697], [-3.175, -3.342, -0.216], [-2.564, -2.249, 0.175], [-1.743, -1.111, -1.038], [-3.196, -0.155, -1.692], [-1.364, -2.123, -2.557], [-0.140, -3.066, -2.369], [-0.904, -1.178, -3.669], [-2.516, -3.021, -2.975], [-3.129, 0.373, 3.163], [-4.210, 0.712, 2.137], [-3.711, -0.443, 4.306], [-2.586, 1.727, 3.656], [-0.369, -0.501, 4.366], [0.247, -1.621, 3.243], [-1.235, -2.065, 4.183], [-4.051, -4.680, 4.080], [-4.903, -6.832, 3.207], [-4.898, -7.444, 0.851], [-4.234, -5.608, -0.843], [-4.014, -0.805, -2.025], [-2.925, 0.521, -2.538], [-3.603, 0.459, -0.914], [0.780, -2.514, -2.146], [0.043, -3.666, -3.287], [-0.274, -3.696, -1.483], [-0.284, -0.345, -3.290], [-1.675, -0.720, -4.310], [-0.227, -1.737, -4.359], [-2.244, -4.057, -2.876], [-2.892, -2.760, -3.998], [-3.390, -2.973, -2.280], [-4.743, -0.185, 1.776], [-3.814, 1.270, 1.271], [-4.901, 1.380, 2.618], [-3.500, -1.532, 4.206], [-4.778, -0.272, 4.322], [-3.293, -0.113, 5.277], [-2.157, 2.291, 2.798], [-1.810, 1.523, 4.434], [-3.395, 2.353, 4.137], [2.805, 1.603, -4.152], [1.947, 2.323, -4.993], [2.206, 2.413, -6.388], [1.211, 2.876, -7.250], [0.013, 3.368, -6.765], [-0.173, 3.387, -5.389], [0.733, 2.849, -4.475], [0.223, 2.580, -2.867], [1.564, 1.813, -2.180], [2.631, 1.452, -2.835], [3.669, 0.735, -2.146], [4.583, -0.096, -2.836], [5.661, -0.608, -2.144], [5.777, -0.392, -0.737], [4.848, 0.391, -0.085], [3.765, 0.865, -0.768], [3.668, 1.229, -4.496], [3.176, 2.090, -6.815], [1.342, 2.808, -8.321], [-0.800, 3.687, -7.450], [-1.042, 3.880, -4.995], [4.368, -0.359, -3.856], [6.396, -1.220, -2.654], [6.584, -0.841, -0.168], [4.921, 0.626, 0.983]], "spin_multiplicity": 3, "e_homo_ev": [-8.56, -8.56], "gap_ev": [4.662, 4.670], "total_charge": 1}

***

(3)
{"formula": "C39H48N6OP2SSn", "method": "wB97M-V/def2-TZVPD", "symbols": ["Sn", "C", "C", "C", "N", "N", "C", "N", "S", "H", "H", "H", "H", "H", "H", "H", "C", "C", "N", "C", "N", "C", "C", "C", "N", "C", "H", "H", "H", "H", "H", "H", "H", "H", "H", "H", "H", "H", "H", "C", "P", "C", "C", "C", "C", "C", "C", "C", "C", "C", "C", "C", "C", "P", "C", "C", "C", "C", "C", "C", "C", "C", "C", "C", "C", "C", "H", "H", "H", "H", "H", "H", "H", "H", "H", "H", "H", "H", "H", "H", "H", "H", "H", "H", "H", "H", "H", "H", "C", "C", "C", "O", "H", "H", "H", "H", "H", "H"], "coordinates": [[-1.353, 0.027, 2.439], [-2.245, -1.970, 6.028], [-0.989, -1.172, 6.401], [-1.064, 0.245, 5.912], [-1.143, 0.579, 4.659], [-1.223, 1.936, 4.403], [-1.194, 2.619, 5.518], [-1.247, 3.952, 5.596], [-1.067, 1.617, 6.937], [-2.189, -2.970, 6.455], [-2.334, -2.069, 4.943], [-3.144, -1.489, 6.413], [-0.109, -1.634, 5.948], [-0.849, -1.180, 7.481], [-1.301, 4.507, 4.758], [-1.198, 4.432, 6.478], [3.245, -3.127, 3.873], [2.691, -1.814, 4.380], [1.465, -1.500, 3.635], [0.634, -2.408, 3.070], [-0.486, -1.962, 2.483], [-1.408, -2.942, 1.879], [-0.655, -4.142, 1.349], [0.141, -4.732, 2.490], [0.984, -3.696, 3.100], [2.137, -4.157, 3.892], [4.068, -3.455, 4.505], [3.625, -3.009, 2.856], [3.398, -1.002, 4.229], [2.479, -1.881, 5.449], [1.146, -0.547, 3.649], [-1.962, -2.443, 1.078], [-2.145, -3.273, 2.619], [0.024, -3.833, 0.550], [-1.345, -4.882, 0.948], [0.795, -5.527, 2.137], [-0.524, -5.165, 3.242], [2.474, -5.100, 3.468], [1.817, -4.358, 4.918], [-0.555, -0.034, -4.006], [-0.474, 0.615, -2.180], [1.307, 0.913, -1.956], [2.028, -0.189, -1.479], [3.401, -0.110, -1.295], [4.066, 1.080, -1.558], [3.356, 2.189, -2.004], [1.986, 2.110, -2.207], [-1.302, 2.214, -2.280], [-2.516, 2.318, -2.976], [-3.236, 3.500, -2.969], [-2.772, 4.591, -2.242], [-1.606, 4.480, -1.497], [-0.884, 3.294, -1.496], [0.736, 0.453, -5.088], [0.995, 2.114, -5.347], [2.303, 2.627, -5.575], [2.471, 3.982, -5.702], [1.367, 4.839, -5.614], [0.079, 4.345, -5.408], [-0.122, 2.990, -5.293], [1.993, -0.650, -5.392], [2.134, -1.827, -4.617], [3.108, -2.733, -4.955], [3.915, -2.512, -6.077], [3.764, -1.374, -6.868], [2.808, -0.440, -6.541], [-1.501, 0.320, -4.423], [-0.599, -1.122, -3.988], [1.501, -1.108, -1.240], [3.950, -0.970, -0.932], [5.135, 1.148, -1.407], [3.873, 3.123, -2.186], [1.451, 2.982, -2.561], [-2.922, 1.470, -3.518], [-4.167, 3.568, -3.518], [-3.333, 5.516, -2.238], [-1.262, 5.319, -0.906], [0.000, 3.216, -0.878], [3.161, 1.971, -5.591], [3.461, 4.387, -5.866], [1.517, 5.907, -5.719], [-0.766, 5.020, -5.367], [-1.127, 2.604, -5.187], [1.507, -2.000, -3.753], [3.244, -3.627, -4.363], [4.658, -3.252, -6.348], [4.376, -1.236, -7.749], [2.651, 0.419, -7.180], [-5.827, -0.842, 1.608], [-4.747, -0.499, 2.576], [-5.095, -0.172, 3.986], [-3.570, -0.468, 2.182], [-6.778, -1.027, 2.100], [-5.532, -1.709, 1.017], [-5.948, -0.007, 0.912], [-5.892, -0.818, 4.353], [-5.496, 0.849, 4.003], [-4.224, -0.220, 4.636]], "spin_multiplicity": 1, "e_homo_ev": -17.54, "gap_ev": 5.134, "total_charge": 4, "relative_energy_kj_mol": 0.0}

***

(4)
{"formula": "C39H48O35", "method": "wB97M-V/def2-TZVPD", "symbols": ["O", "C", "C", "C", "C", "O", "C", "C", "H", "H", "H", "H", "O", "C", "O", "C", "C", "O", "H", "H", "H", "H", "O", "C", "O", "C", "C", "O", "H", "H", "H", "H", "O", "C", "O", "C", "C", "O", "H", "H", "H", "H", "O", "C", "O", "C", "C", "O", "H", "H", "H", "H", "O", "C", "O", "C", "C", "O", "H", "H", "H", "H", "O", "C", "O", "C", "C", "O", "H", "H", "H", "H", "O", "C", "O", "C", "C", "O", "H", "H", "H", "H", "O", "C", "O", "C", "C", "O", "H", "H", "H", "H", "O", "C", "O", "C", "C", "O", "H", "H", "H", "H", "O", "C", "O", "C", "C", "O", "H", "H", "H", "H", "O", "C", "O", "C", "C", "O", "H", "H", "H", "H"], "coordinates": [[3.826, 0.298, 1.883], [4.432, 0.270, 0.869], [3.960, -0.359, -0.357], [4.646, -0.309, -1.510], [5.924, 0.387, -1.795], [6.424, 0.357, -2.945], [6.438, 0.918, -0.614], [5.758, 0.909, 0.621], [3.010, -0.873, -0.351], [4.084, -0.717, -2.337], [7.307, 1.547, -0.740], [6.313, 1.496, 1.337], [-2.832, -5.361, 5.083], [-2.521, -4.504, 4.269], [-3.082, -4.375, 3.021], [-2.498, -3.378, 2.308], [-1.867, -2.585, 3.483], [-1.710, -3.588, 4.430], [-1.934, -3.765, 1.459], [-3.324, -2.808, 1.883], [-2.647, -1.878, 3.766], [-1.003, -2.017, 3.138], [0.265, -3.999, 2.015], [1.374, -3.637, 2.446], [2.437, -3.278, 1.742], [3.599, -3.227, 2.598], [3.003, -3.415, 3.985], [1.631, -3.551, 3.699], [4.381, -3.941, 2.339], [4.086, -2.257, 2.692], [3.112, -2.507, 4.577], [3.427, -4.123, 4.697], [2.140, 1.207, -2.981], [1.967, 1.837, -4.059], [2.394, 1.429, -5.264], [2.108, 2.445, -6.206], [1.306, 3.463, -5.493], [1.528, 3.094, -4.185], [3.078, 2.686, -6.641], [1.472, 1.968, -6.951], [0.222, 3.391, -5.576], [1.644, 4.390, -5.957], [-4.072, 4.294, -1.165], [-2.911, 4.409, -0.764], [-2.428, 5.558, -0.267], [-1.025, 5.502, -0.106], [-0.673, 4.085, -0.658], [-1.921, 3.502, -0.790], [-0.637, 6.234, -0.815], [-0.652, 5.829, 0.864], [-0.202, 3.481, 0.117], [-0.099, 4.200, -1.577], [-7.130, -5.239, -2.582], [-6.145, -4.489, -2.726], [-5.437, -3.994, -1.803], [-4.420, -3.114, -2.258], [-4.208, -3.671, -3.641], [-5.466, -4.316, -3.888], [-4.626, -2.043, -2.270], [-3.444, -3.273, -1.800], [-3.346, -4.332, -3.563], [-4.029, -3.053, -4.521], [-2.918, -1.104, -5.144], [-2.794, -0.146, -4.404], [-1.969, 0.818, -4.621], [-1.985, 1.724, -3.573], [-3.252, 1.309, -2.847], [-3.607, 0.149, -3.496], [-1.130, 1.556, -2.918], [-1.986, 2.743, -3.960], [-3.947, 2.106, -3.112], [-3.025, 1.254, -1.782], [3.258, -3.614, -2.246], [2.062, -3.442, -2.457], [1.496, -2.661, -3.451], [0.096, -2.499, -3.238], [-0.263, -3.695, -2.329], [0.967, -3.892, -1.667], [-0.132, -1.598, -2.668], [-0.462, -2.513, -4.174], [-0.467, -4.590, -2.917], [-1.119, -3.520, -1.678], [1.385, 1.292, 3.250], [0.890, 0.622, 4.125], [-0.399, 0.549, 4.434], [-0.510, -0.102, 5.710], [0.703, -0.936, 5.713], [1.624, -0.368, 4.888], [-0.544, 0.699, 6.449], [-1.455, -0.645, 5.751], [0.470, -1.878, 5.217], [1.008, -1.085, 6.748], [-2.373, -1.261, -0.537], [-1.281, -0.819, -0.264], [-0.598, -1.074, 0.808], [0.770, -0.729, 0.616], [0.584, 0.423, -0.387], [-0.632, 0.122, -0.967], [1.306, -0.549, 1.548], [1.117, -1.683, 0.218], [1.316, 0.491, -1.192], [0.622, 1.451, -0.028], [-4.201, 0.127, 4.669], [-3.805, 0.757, 3.654], [-3.549, 2.050, 3.702], [-3.177, 2.399, 2.439], [-3.523, 1.250, 1.516], [-3.652, 0.247, 2.450], [-3.694, 3.346, 2.280], [-2.112, 2.631, 2.443], [-2.797, 0.933, 0.767], [-4.417, 1.426, 0.918], [3.462, 3.221, -0.987], [3.256, 3.630, 0.148], [2.060, 3.711, 0.740], [2.269, 4.120, 2.035], [3.760, 4.367, 2.241], [4.220, 4.100, 0.966], [1.867, 5.118, 2.207], [2.041, 3.460, 2.872], [4.090, 3.595, 2.937], [4.065, 5.398, 2.421]], "spin_multiplicity": 1, "e_homo_ev": -10.06, "gap_ev": 7.869, "smiles": "O=C1C=CC(=O)C=C1.O=C1OCCO1.O=C1OCCO1.O=C1OCCO1.O=C1OCCO1.O=C1OCCO1.O=C1OCCO1.O=C1OCCO1.O=C1OCCO1.O=C1OCCO1.O=C1OCCO1.O=C1OCCO1"}